{"formula": "C42H108ClN8O17", "method": "ωB97M-V/def2-TZVPD", "e_above_lowest_kj_mol": 216.4, "gap_ev": 7.89, "homo_ev": -5.556, "total_charge": -1, "total_energy_ha": -3841.8225, "elements": ["H", "H", "C", "C", "H", "C", "H", "H", "O", "H", "C", "H", "C", "H", "H", "H", "H", "H", "C", "H", "H", "N", "H", "C", "H", "C", "O", "C", "H", "C", "H", "H", "C", "H", "O", "H", "H", "H", "H", "H", "C", "C", "H", "H", "H", "C", "N", "C", "H", "H", "H", "N", "H", "C", "H", "C", "O", "H", "H", "H", "H", "O", "H", "H", "N", "H", "H", "H", "H", "H", "H", "C", "H", "C", "C", "H", "C", "H", "H", "C", "O", "H", "H", "C", "N", "H", "C", "H", "O", "H", "N", "C", "H", "H", "H", "C", "H", "H", "H", "H", "O", "H", "C", "O", "H", "H", "H", "H", "N", "C", "H", "H", "H", "H", "H", "H", "H", "O", "C", "O", "H", "H", "C", "H", "H", "H", "H", "H", "C", "C", "O", "H", "O", "H", "O", "C", "H", "N", "H", "H", "H", "H", "O", "H", "H", "H", "H", "H", "H", "H", "O", "H", "H", "H", "C", "C", "C", "H", "C", "H", "H", "C", "H", "C", "H", "H", "H", "H", "C", "O", "H", "H", "C", "H", "C", "Cl"], "positions_angstrom": [[-2.949, 5.562, -1.181], [-3.718, 2.829, -2.512], [1.117, 4.518, -3.205], [-2.729, -0.586, 2.244], [-4.116, -1.940, 1.324], [-2.634, 3.739, 1.000], [-8.007, 6.517, -4.816], [-4.293, 4.541, -0.524], [5.047, 0.788, -2.202], [6.158, -2.082, -2.773], [8.273, -2.253, -0.730], [1.288, 3.820, -4.022], [6.209, -0.546, -3.921], [-3.041, -6.426, 1.331], [6.541, 1.524, -3.384], [3.664, -4.411, 0.607], [-3.550, -0.149, 2.821], [4.695, -3.512, -3.793], [-4.073, -5.036, -0.705], [4.409, -0.220, 1.764], [1.727, 3.055, -1.920], [-4.408, 1.281, 6.080], [-6.773, 7.666, -5.307], [7.047, -4.181, -1.526], [-5.123, 2.120, 4.306], [-3.605, 3.916, -2.473], [7.347, -2.825, -1.641], [3.153, 4.748, -0.290], [-6.467, 1.541, -0.224], [5.138, -2.679, -4.350], [-5.580, 0.914, -1.497], [3.120, 3.995, 0.508], [5.220, 1.764, -1.203], [-5.882, 2.072, 7.362], [-4.861, 0.426, 0.439], [5.689, -0.128, -4.789], [-4.880, 3.334, 5.498], [-2.229, -1.298, 2.901], [-5.841, -6.677, -2.601], [-3.340, -4.255, -2.629], [6.339, -1.117, 2.276], [7.796, -2.101, 0.733], [-2.758, 4.105, -3.143], [5.226, 3.103, 2.868], [4.651, -0.414, 3.464], [-3.786, -0.338, -0.086], [-4.927, 4.409, -2.933], [2.257, -1.298, -6.081], [-1.159, 3.481, -1.558], [-0.031, 3.286, 5.648], [-6.602, -0.276, 8.110], [-2.203, -2.073, 0.383], [3.925, 5.466, -0.013], [-4.036, -4.990, -2.223], [5.479, 2.770, -1.553], [0.874, 3.739, -1.915], [-2.151, 2.864, 5.486], [-0.072, -3.416, -2.329], [-3.561, 3.194, 1.221], [7.190, -0.837, -4.324], [9.188, -2.827, -0.907], [2.193, 1.234, 0.727], [4.895, -3.225, 1.020], [-1.821, 3.206, 1.498], [-0.384, 3.005, -2.030], [4.699, 2.004, 4.168], [-0.852, 3.541, 4.139], [1.946, 5.223, -3.112], [-6.809, -5.478, -1.554], [-3.155, 3.465, 3.770], [-4.683, 5.381, -3.128], [0.834, 4.538, -0.611], [-0.631, -5.855, 1.125], [-5.430, 1.311, -0.486], [4.849, 2.105, 3.089], [8.749, -1.755, 1.159], [-3.367, 4.553, -1.104], [6.029, -3.182, -4.774], [-7.325, 4.531, -4.172], [-2.724, -5.382, 1.262], [0.026, 0.529, -0.017], [-2.997, 0.287, -0.516], [-6.496, 0.962, 6.068], [-7.158, 6.664, -5.495], [5.439, -1.649, -3.367], [0.493, -2.896, 3.116], [-1.291, -5.309, 1.813], [1.455, -0.663, -5.699], [-2.452, 3.717, -0.385], [7.903, -4.868, -1.495], [6.679, -1.163, 0.856], [-6.304, -5.691, -2.496], [-4.084, -0.302, 10.660], [3.227, -2.982, 1.593], [-4.647, -5.913, -0.394], [-4.562, -0.647, 9.748], [4.868, -1.675, -6.239], [1.341, -2.663, -0.049], [2.617, -0.854, -7.016], [-2.867, 1.745, 3.872], [-6.121, 5.765, -5.243], [3.468, 4.215, -1.191], [-3.085, 2.630, 4.481], [1.262, -0.600, 1.726], [-4.456, 3.884, -4.929], [4.234, 1.904, -0.749], [-3.969, -1.380, 9.194], [-4.609, -4.140, -0.361], [-2.718, -5.045, -0.169], [-5.288, 3.813, -4.219], [7.486, -3.061, 1.142], [-3.670, 1.555, 6.722], [1.736, -2.237, -6.304], [-0.511, 1.878, 4.653], [-3.632, -5.925, -2.637], [5.852, 1.397, -0.389], [-5.162, -0.862, 7.251], [-4.803, 0.411, 8.833], [3.843, -3.334, 0.764], [3.217, -1.384, -5.059], [-1.422, -1.415, 0.327], [1.774, -3.992, -1.064], [4.259, -2.213, -5.499], [1.111, -4.196, 2.041], [-0.118, 5.070, -0.558], [8.487, -1.234, -1.062], [0.052, -1.991, -3.301], [-0.365, 2.129, -1.527], [2.001, -2.928, -0.885], [0.309, -3.894, 2.719], [-0.936, -3.961, 2.060], [4.828, -1.351, -0.101], [-5.315, -4.715, -2.775], [-6.826, 3.876, -5.756], [5.705, 1.144, 2.511], [-5.616, 0.012, 7.727], [7.002, 0.354, -2.061], [3.922, -1.307, -0.583], [7.166, -0.756, 2.902], [3.439, -0.922, 0.236], [6.059, -2.117, 2.614], [-0.368, -1.867, -1.588], [1.936, 5.437, -0.413], [-1.166, -5.959, 2.690], [-2.044, 0.200, 1.933], [0.227, 5.107, -3.451], [-4.872, 2.250, -0.497], [4.076, -3.259, -1.322], [-5.528, -1.090, 10.018], [-7.586, 6.620, -6.503], [1.652, -2.272, -2.081], [-5.536, 2.762, -4.049], [3.920, -3.132, -5.994], [6.473, -4.547, -2.377], [6.303, 0.586, -2.873], [0.285, -2.372, -2.309], [-5.684, 1.172, 6.766], [-3.379, -4.749, 1.871], [-0.801, 2.869, 5.004], [-7.066, -5.661, -3.278], [-2.657, 4.716, 1.499], [-6.495, 4.450, -4.885], [-2.443, -4.061, -0.194], [3.470, -2.722, -0.586], [3.842, 2.100, 2.656], [-4.182, -0.987, -0.877], [0.334, -4.528, 3.615], [0.910, 3.898, 0.275], [-3.301, -1.287, 1.004], [0.272, 1.619, 1.994], [6.453, -4.374, -0.627], [-1.832, -2.718, 1.090], [5.182, -0.168, 2.537], [6.964, -0.225, 0.588], [-4.451, 2.394, 5.126], [0.918, 0.673, 1.119]], "forces_ev_per_angstrom": [[-0.19, 0.10, -0.04], [0.39, -0.05, 0.92], [-0.50, 0.87, 0.35], [-1.10, 0.23, -0.09], [-0.07, -0.12, -0.28], [-0.14, -0.68, 0.93], [0.09, -0.10, 0.16], [-0.22, 0.38, -0.28], [1.09, 0.50, -0.87], [-1.05, 0.17, 0.33], [-0.60, -0.43, -0.24], [0.05, -0.02, 0.03], [-1.14, 0.93, 0.01], [-0.16, 0.04, 0.23], [0.56, 0.01, 0.09], [0.03, -0.10, 0.68], [0.11, 0.18, 0.03], [-0.59, 0.22, -0.06], [0.17, 0.47, -0.34], [0.07, -0.25, -0.03], [-0.31, -0.42, 0.57], [-0.02, 1.14, -0.71], [0.02, 0.01, -0.18], [-0.15, -0.90, 0.76], [-0.01, -0.12, -0.05], [-0.94, -0.28, -0.16], [0.01, 0.54, -0.46], [0.29, -0.21, 0.43], [0.15, 0.02, 0.63], [0.05, -0.22, 0.49], [0.72, -0.24, -0.08], [-0.19, -0.06, 0.03], [-1.58, -0.30, 0.40], [-0.43, 0.08, -0.14], [-0.22, -0.02, -0.01], [-0.22, 0.01, 0.09], [0.22, 0.03, 0.54], [0.13, -0.04, -0.12], [-0.18, -0.23, 0.62], [-0.23, 0.44, 0.38], [-0.88, 0.55, 0.22], [0.69, 0.04, -1.86], [-0.16, 0.31, -0.19], [0.37, -0.09, 0.10], [0.36, 0.20, 0.29], [-0.85, -0.70, 0.25], [0.94, 0.91, -0.63], [-1.22, 0.68, 0.52], [0.84, 0.02, -0.33], [-0.57, -0.10, 0.74], [-0.15, 0.05, -0.07], [-0.15, 0.01, 0.38], [-0.05, 0.13, -0.14], [-0.03, -0.37, -0.34], [0.63, -0.16, -0.27], [0.05, -0.39, -0.20], [0.98, 0.05, 1.22], [0.24, -0.17, 0.14], [-0.07, 0.16, 0.28], [0.32, 0.04, 0.32], [0.27, 0.03, 0.90], [-0.11, 0.37, -0.47], [0.08, 0.22, -0.18], [0.11, -0.20, -0.40], [-0.28, -0.31, -0.22], [0.40, -0.26, 0.13], [0.57, -0.16, -0.26], [0.12, -0.13, -0.03], [0.18, -0.45, 0.26], [0.07, 0.20, 0.12], [-0.85, 0.18, -0.11], [1.10, -0.08, 0.31], [0.19, 0.72, -0.54], [-0.62, 0.42, -0.08], [-0.78, 0.47, -0.44], [-0.24, -0.05, 0.90], [0.31, -1.64, 0.51], [0.21, 0.39, -0.38], [-0.04, -0.25, 0.03], [1.09, -0.41, -0.39], [0.31, -0.84, 0.08], [0.17, 0.08, 0.28], [0.09, 0.28, -0.20], [-0.57, 0.29, 0.32], [1.57, -0.54, -0.48], [-0.14, 0.24, -0.58], [-0.65, -0.80, -0.20], [0.16, 0.23, -0.03], [-0.08, 0.79, -0.10], [0.44, 0.42, 0.13], [0.95, -0.65, 0.82], [0.41, 0.28, -0.73], [0.23, 0.25, -0.23], [-0.03, 0.14, -0.07], [0.17, -0.07, 0.17], [-0.70, -0.05, -1.15], [0.02, 0.06, -0.06], [0.16, 0.57, 0.06], [0.31, -0.07, 0.02], [0.39, -0.05, 0.21], [0.38, 0.11, -0.26], [-0.11, 0.17, -0.17], [-0.87, -0.44, -0.23], [-1.26, -0.03, 0.29], [0.05, -0.24, -0.11], [-0.04, -0.23, 0.03], [0.18, -0.33, 0.53], [-0.25, -0.06, 0.03], [-0.39, 0.17, 0.67], [-0.15, -0.15, -0.21], [0.15, -0.01, 0.20], [-0.13, -0.39, 0.34], [0.48, -0.34, -0.01], [0.06, -0.03, 0.01], [-0.24, -0.31, 0.20], [0.44, 0.23, -0.09], [-0.03, -0.03, -0.18], [0.04, 0.40, 0.35], [-0.72, -1.56, -0.49], [-0.12, -0.73, -0.76], [-0.03, 0.03, -0.45], [0.35, -0.28, 0.26], [0.77, -0.32, 0.29], [0.09, 0.08, 0.07], [0.22, 0.47, 0.01], [-0.20, -0.04, -0.39], [0.21, 0.30, -0.04], [0.43, -0.27, 0.03], [-0.16, -0.34, -0.49], [0.42, 0.17, 0.47], [0.24, -0.99, 0.48], [0.27, -0.07, -1.05], [-0.18, 0.21, -0.27], [0.09, -0.06, -0.04], [0.20, 0.38, 0.64], [0.30, -0.09, 0.82], [0.54, 0.01, -0.29], [-0.60, -0.52, 1.24], [0.15, -0.19, 0.01], [-0.81, 0.44, -0.59], [0.04, -0.04, -0.09], [0.41, 0.22, 0.14], [-0.35, 0.49, -0.59], [-0.41, 0.56, 0.59], [0.20, 0.05, 0.12], [0.00, 0.03, -0.07], [0.04, -0.01, -0.36], [-0.16, 0.13, -0.34], [0.06, -0.22, 0.14], [0.31, -0.17, -0.17], [0.01, 0.32, 0.35], [0.20, -0.08, -0.03], [-0.38, 0.12, -0.09], [-0.18, 0.60, -0.15], [-1.03, -0.30, 0.22], [-0.99, -0.42, -0.55], [0.61, -0.55, 0.68], [-0.12, 0.01, 0.01], [-0.90, 0.35, -1.53], [0.06, 0.32, -0.07], [-0.14, 0.31, -0.54], [0.00, 0.48, 0.67], [0.34, -0.04, -0.43], [1.20, 0.86, 0.78], [0.01, -0.35, -0.22], [0.11, 0.13, -0.25], [-0.16, -0.34, -0.18], [-0.58, -0.61, -0.33], [1.61, 0.22, 0.15], [-0.18, -0.40, 1.09], [-0.06, -0.05, 0.02], [-0.33, 0.30, -0.23], [-0.46, -0.01, -0.46], [0.03, -0.04, -0.20], [0.03, -0.24, -1.02], [1.17, 0.88, -0.81]], "lowdin_charge": [0.13, 0.11, -0.07, -0.04, 0.13, -0.11, 0.08, 0.11, -0.18, 0.07, -0.18, 0.07, -0.20, 0.11, 0.11, 0.08, 0.07, 0.10, -0.23, 0.10, 0.13, -0.04, 0.09, -0.11, 0.12, -0.21, -0.23, -0.13, 0.09, -0.22, 0.09, 0.08, -0.13, 0.12, -0.18, 0.11, 0.11, 0.08, 0.09, 0.12, -0.21, -0.20, 0.11, 0.08, 0.13, -0.19, -0.06, -0.13, 0.02, 0.08, 0.12, 0.05, 0.09, -0.22, 0.08, -0.42, -0.19, 0.08, 0.08, 0.11, 0.12, -0.37, 0.04, 0.08, 0.07, 0.08, 0.08, 0.07, 0.08, 0.11, 0.11, -0.17, 0.12, -0.12, -0.11, 0.12, -0.19, 0.11, 0.12, -0.21, -0.36, 0.13, 0.12, -0.13, -0.03, 0.09, -0.23, 0.09, -0.26, 0.09, -0.04, -0.12, 0.08, 0.07, 0.11, -0.11, 0.11, 0.11, 0.08, 0.11, -0.19, 0.07, -0.25, -0.37, 0.12, 0.07, 0.09, 0.12, -0.06, -0.22, 0.11, 0.11, 0.08, 0.08, 0.12, 0.07, 0.12, -0.21, -0.07, -0.15, 0.05, 0.12, -0.26, 0.08, 0.12, 0.11, 0.08, 0.04, -0.21, -0.10, -0.22, 0.03, -0.20, 0.12, -0.19, -0.24, 0.10, 0.09, 0.12, 0.03, 0.11, 0.06, -0.19, 0.11, 0.06, 0.07, 0.06, 0.11, 0.08, 0.08, -0.15, 0.12, 0.12, 0.08, -0.19, -0.13, -0.22, 0.12, -0.07, 0.08, 0.09, -0.22, 0.06, -0.39, 0.08, 0.12, 0.09, 0.12, -0.39, -0.37, 0.08, 0.04, -0.21, 0.11, -0.21, 0.65]}